DFT (the ωB97M-V functional and the def2-TZVPD basis) results for a 2-piece molecular cluster, BrH2OP overall at a distorted geometry.

The geometry in XYZ format:
```
5
BrH2OP the ωB97M-V functional and the def2-TZVPD basis
Br -2.55353 -0.10740 0.01435
P -0.84925 1.05836 -0.51543
O -0.02481 1.10963 0.90701
H 0.65087 1.67187 0.52530
H 0.23433 -0.49718 -1.51732
```

Properties
**ΔE to the lowest compared entry with this formula, charge and spin**: 200.05 kJ/mol